1.
A structure of composition C3H3Cl at a distorted geometry, computed with ωB97M-V/def2-TZVPD.

Structure (ORCA input):
```
! RIJCOSX wB97M-V def2-TZVPD def2/J DEFGRID3
* xyz 0 1
Cl 2.18 -0.07 -0.18
C -0.70 -1.06 -0.10
C 0.68 0.27 0.64
C -0.46 0.40 -0.33
H -1.28 0.69 0.34
H 0.03 -1.04 0.91
H -0.46 0.80 -1.28
*
```

## Properties
Molar mass: 74.51 g mol⁻¹
Energy above the lowest of the compared OMol25 structures with the same formula, charge and spin: 510.07 kJ/mol
Maximum force: 2.87 eV Å⁻¹
Gap between HOMO and LUMO: 0.27882 Eh

These are the Löwdin partial charges, in e, on atoms 1 to 4: 0.55, 0.21, -0.58, -0.41

2.
A cluster of 2 separate species, C4H12 in total at a distorted geometry, computed with ωB97M-V/def2-TZVPD.

Structure (ORCA input):
```
! RIJCOSX wB97M-V def2-TZVPD def2/J DEFGRID3
* xyz 0 1
C -1.04 0.75 0.48
C 1.76 -0.91 -1.07
C -0.92 1.20 2.00
C 0.20 -1.08 -1.46
H -1.15 2.31 2.21
H -0.14 0.00 -1.76
H -0.03 1.00 2.53
H -0.20 -1.70 -0.82
H 2.31 -0.32 -1.76
H 2.23 -1.89 -0.80
H 0.01 -1.49 -2.44
H -2.02 1.07 0.21
H -0.80 -0.29 0.50
H -0.37 1.37 0.00
H -1.74 0.63 2.56
H 1.85 -0.42 -0.15
*
```

## Properties
Molar mass: 60.14 g mol⁻¹
SMILES: CC.CC
Energy above the lowest of the compared OMol25 structures with the same formula, charge and spin: 165.76 kJ/mol
Maximum force: 8.54 eV Å⁻¹
Gap between HOMO and LUMO: 0.43772 Eh

These are the Löwdin partial charges, in e, on atoms 1 to 4: -0.15, -0.12, -0.16, -0.15

3.
The molecule CH3N2OP at a distorted geometry, computed with ωB97M-V/def2-TZVPD.

Structure (ORCA input):
```
! RIJCOSX wB97M-V def2-TZVPD def2/J DEFGRID3
* xyz 0 3
P -0.84 0.16 1.53
O -0.39 -0.99 0.35
N 0.93 0.92 -0.10
N 0.29 1.35 0.80
C 0.47 -0.63 -0.68
H 0.06 -0.27 -1.55
H 1.16 -1.46 -0.89
H -1.68 0.92 0.54
*
```

## Properties
Molar mass: 90.02 g mol⁻¹
Energy above the lowest of the compared OMol25 structures with the same formula, charge and spin: 98.88 kJ/mol
Maximum force: 5.31 eV Å⁻¹
Gap between HOMO and LUMO (alpha / beta): 0.24812 / 0.30985 Eh
⟨S²⟩: 2.009

These are the Löwdin partial charges, in e, on atoms 1 to 4: 0.92, -0.47, -0.08, -0.35

4.
A structure of composition C33H41AuN3Sb2 at a distorted geometry, computed with ωB97M-V/def2-TZVPD.

Structure (ORCA input):
```
! RIJCOSX wB97M-V def2-TZVPD def2/J DEFGRID3
* xyz 3 1
Au 0.00 0.31 -0.33
Sb -0.94 2.78 -0.84
Sb -3.01 -0.83 -0.66
N 0.39 -0.98 1.68
N 2.31 0.71 0.58
N 1.34 -1.54 -0.98
C 0.73 1.87 -3.26
C 0.39 6.90 1.48
C 0.37 4.13 -4.81
C -2.70 -1.10 3.71
C -3.10 0.15 4.18
C -4.51 -3.14 -2.08
C -5.98 -4.75 -1.08
C 1.02 6.51 0.30
C 1.31 1.95 -4.51
C 0.95 0.00 2.59
C -0.22 4.07 -3.56
C 1.12 -2.63 -0.02
C -0.38 4.58 0.21
C -5.74 -4.20 0.18
C 0.66 5.33 -0.33
C -0.03 2.93 -2.79
C -3.06 2.96 -1.34
C 1.13 3.08 -5.28
C 1.20 -2.17 1.44
C -3.42 0.90 1.92
C 2.22 0.72 2.03
C -0.64 6.14 2.00
C -3.59 1.90 -2.29
C -4.26 0.69 -1.66
C -3.04 -0.34 1.45
C -5.39 -4.20 -2.21
C -1.02 4.96 1.38
C -4.86 -3.14 0.32
C 3.27 -0.25 0.01
C -2.68 -1.35 2.34
C -3.48 1.14 3.29
C 2.72 -1.08 -1.16
C -4.28 -2.60 -0.82
H -4.68 -2.72 1.30
H 1.80 7.12 -0.13
H -0.81 4.90 -3.19
H 3.40 -1.93 -1.30
H -3.09 3.94 -1.82
H -5.60 -4.61 -3.19
H -5.00 0.99 -0.92
H -0.55 -1.23 2.00
H 2.23 -1.94 1.70
H 1.02 -1.86 -1.89
H 2.19 1.75 2.39
H 3.61 -0.91 0.80
H 0.73 7.78 2.00
H -2.42 -1.88 4.40
H 4.16 0.27 -0.36
H 2.74 -0.48 -2.07
H -3.11 0.34 5.24
H -6.23 -4.60 1.05
H 0.22 5.01 -5.42
H -4.03 -2.73 -2.96
H -4.37 2.38 -2.90
H 1.90 1.12 -4.88
H 1.60 3.15 -6.26
H -2.43 -2.34 1.97
H -1.14 6.46 2.91
H 0.86 0.99 -2.64
H -3.66 3.02 -0.43
H -3.70 1.69 1.23
H 1.15 5.02 -1.24
H 0.17 0.73 2.79
H 0.13 -3.04 -0.22
H -4.76 0.11 -2.43
H 1.24 -0.46 3.55
H -1.82 4.36 1.79
H 2.49 1.63 0.21
H -6.61 -5.62 -1.17
H -2.81 1.59 -2.99
H 0.88 -3.00 2.07
H -3.84 2.08 3.65
H 1.86 -3.43 -0.16
H 3.10 0.25 2.46
*
```

## Properties
Molar mass: 920.20 g mol⁻¹
Energy above the lowest of the compared OMol25 structures with the same formula, charge and spin: 28.07 kJ/mol
Maximum force: 2.02 eV Å⁻¹
Gap between HOMO and LUMO (alpha / beta): 0.16525 / 0.16531 Eh

These are the Löwdin partial charges, in e, on atoms 1 to 4: 0.65, 1.52, 1.65, -0.14

5.
A cluster of 2 separate species, H5NOSSi in total at a distorted geometry, computed with ωB97M-V/def2-TZVPD.

Structure (ORCA input):
```
! RIJCOSX wB97M-V def2-TZVPD def2/J DEFGRID3
* xyz 0 1
S 2.01 0.78 -0.75
Si 1.23 -1.03 -0.27
O -1.02 1.71 0.30
N -0.48 -1.12 -0.07
H -0.90 -0.20 -0.06
H -1.00 -1.99 0.02
H -0.46 2.28 -0.09
H 1.84 -2.24 -0.33
H -1.22 1.81 1.25
*
```

## Properties
Molar mass: 95.20 g mol⁻¹
SMILES: N[SiH]=S.O
Energy above the lowest of the compared OMol25 structures with the same formula, charge and spin: 187.86 kJ/mol
Maximum force: 6.05 eV Å⁻¹
Gap between HOMO and LUMO: 0.32768 Eh

These are the Löwdin partial charges, in e, on atoms 1 to 4: 0.08, 0.19, -0.06, -0.14

6.
A cluster of 2 separate species, H6OSi2 in total at a distorted geometry, computed with ωB97M-V/def2-TZVPD.

Structure (ORCA input):
```
! RIJCOSX wB97M-V def2-TZVPD def2/J DEFGRID3
* xyz 0 1
Si -0.86 0.99 -0.36
Si 0.28 -2.32 0.51
O 1.77 -2.22 0.57
H -1.52 0.53 0.75
H -1.88 0.94 -1.42
H -0.42 2.40 -0.02
H -0.62 -1.61 1.41
H -0.84 -2.91 -0.48
H 0.16 -0.10 -0.58
*
```

## Properties
Molar mass: 78.22 g mol⁻¹
SMILES: O=[SiH2].[SiH4]
Energy above the lowest of the compared OMol25 structures with the same formula, charge and spin: 313.11 kJ/mol
Maximum force: 3.63 eV Å⁻¹
Gap between HOMO and LUMO: 0.37985 Eh

These are the Löwdin partial charges, in e, on atoms 1 to 4: 0.60, 0.51, -0.43, -0.18

7.
A cluster of 15 separate species, C2H32O14 in total at a distorted geometry, computed with ωB97M-V/def2-TZVPD.

Structure (ORCA input):
```
! RIJCOSX wB97M-V def2-TZVPD def2/J DEFGRID3
* xyz 0 1
O 2.35 1.94 -0.22
O 0.98 -3.71 0.31
O 1.47 1.67 2.24
O 0.71 3.65 -2.28
O 0.77 -1.91 2.38
O 3.54 -0.26 1.26
O -0.31 0.95 -3.38
O -1.85 -2.59 1.61
O -2.98 1.89 -2.66
O -0.21 0.17 4.04
O -1.76 -0.98 -1.92
O -4.20 -1.96 -0.08
O -0.85 2.63 1.42
O -2.55 1.68 3.04
C 2.38 -1.36 -1.86
C 2.04 -1.86 -3.03
H 1.22 -3.03 0.96
H -1.60 -1.62 -2.63
H 2.02 1.26 1.56
H -1.52 -0.14 -2.34
H -0.69 0.90 3.68
H 1.64 -1.20 -3.80
H 2.77 2.60 -0.77
H -2.31 2.04 -2.00
H 0.92 3.40 -1.37
H 0.74 -1.50 3.25
H -1.85 2.35 2.97
H -1.21 3.50 1.21
H 0.81 1.05 2.50
H 2.81 1.11 -0.36
H -1.09 1.34 -3.80
H -3.59 -1.43 -0.61
H 2.29 -0.35 -1.51
H -2.97 1.61 2.18
H -1.46 -3.28 1.06
H 0.12 3.00 -2.65
H 2.90 -1.91 -1.08
H 1.20 -3.28 -0.53
H -0.11 -2.26 2.16
H -3.77 1.64 -2.17
H -0.82 -0.48 4.37
H 0.11 2.69 1.33
H -3.80 -2.11 0.78
H 3.23 -1.12 0.99
H 4.01 -0.55 2.05
H 0.12 0.49 -4.11
H 2.03 -2.90 -3.32
H -1.65 -1.78 1.12
*
```

## Properties
Molar mass: 280.26 g mol⁻¹
Energy above the lowest of the compared OMol25 structures with the same formula, charge and spin: 166.16 kJ/mol
Maximum force: 1.56 eV Å⁻¹
Gap between HOMO and LUMO: 0.39588 Eh

These are the Löwdin partial charges, in e, on atoms 1 to 4: -0.04, -0.06, -0.06, -0.05

8.
The molecule CH5PS2 at a distorted geometry, computed with ωB97M-V/def2-TZVPD.

Structure (ORCA input):
```
! RIJCOSX wB97M-V def2-TZVPD def2/J DEFGRID3
* xyz 0 1
S -1.74 -0.96 0.89
S 0.98 1.59 -1.17
P 0.60 -0.44 -1.14
C 0.10 -0.41 0.92
H 0.59 -1.23 1.40
H 1.83 -1.01 -1.10
H -0.27 1.78 -1.63
H 0.28 0.59 1.35
H -2.39 0.09 0.47
*
```

## Properties
Molar mass: 112.16 g mol⁻¹
SMILES: SCPS
Energy above the lowest of the compared OMol25 structures with the same formula, charge and spin: 179.56 kJ/mol
Maximum force: 3.63 eV Å⁻¹
Gap between HOMO and LUMO: 0.34568 Eh

These are the Löwdin partial charges, in e, on atoms 1 to 4: 0.54, 0.28, 0.45, -0.68

9.
The molecule C5H11NOS at a distorted geometry, computed with ωB97M-V/def2-TZVPD.

Structure (ORCA input):
```
! RIJCOSX wB97M-V def2-TZVPD def2/J DEFGRID3
* xyz 0 1
S 1.94 0.20 -0.40
O -0.40 -1.58 -0.66
N 0.25 0.58 -0.22
C 2.19 -0.84 1.03
C -2.77 -0.34 0.90
C -0.16 1.95 0.20
C -2.21 0.01 -0.49
C -0.71 -0.41 -0.55
H -2.85 -1.37 1.01
H 1.99 -0.21 1.94
H -0.44 2.51 -0.65
H -3.73 0.21 1.09
H 3.27 -1.11 1.05
H 1.63 -1.75 0.99
H -2.75 -0.47 -1.30
H -2.27 1.09 -0.66
H -2.07 0.06 1.66
H 0.70 2.32 0.76
H -1.04 1.87 0.86
*
```

## Properties
Molar mass: 133.22 g mol⁻¹
SMILES: CCC(=O)N(C)SC
Energy above the lowest of the compared OMol25 structures with the same formula, charge and spin: 123.71 kJ/mol
Maximum force: 2.60 eV Å⁻¹
Gap between HOMO and LUMO: 0.35403 Eh

These are the Löwdin partial charges, in e, on atoms 1 to 4: 0.88, 0.03, -0.41, -0.41

10.
A structure of composition C27H35F5MnN4OP2Te at a distorted geometry, computed with ωB97M-V/def2-TZVPD.

Structure (ORCA input):
```
! RIJCOSX wB97M-V def2-TZVPD def2/J DEFGRID3
* xyz 0 6
Te -1.21 -1.38 4.36
Mn -0.28 -2.88 0.90
P 1.39 -1.70 -0.95
P -2.32 -0.76 -0.91
F -2.62 -2.62 4.69
F -0.17 -2.79 5.10
F -1.42 -0.69 6.13
F -2.45 0.04 3.92
F 0.45 -0.35 4.52
O -0.84 -1.76 2.59
N 2.08 -2.70 -2.34
N -3.77 -1.16 -1.94
N 2.62 -0.38 -1.33
N -2.39 1.09 -1.54
C -0.17 2.39 1.97
C -0.60 3.11 4.43
C 4.61 0.78 -1.20
C 2.91 -4.62 -3.28
C 0.54 4.10 4.69
C -2.92 2.29 -1.01
C 2.28 2.38 2.38
C -5.19 -2.66 -2.90
C 2.54 -3.99 -2.09
C -4.17 -2.51 -1.97
C -1.77 2.82 -2.87
C 1.25 -3.97 2.15
C 1.04 1.48 2.45
C 0.14 -0.81 -2.08
C -1.73 1.43 -2.73
C 2.83 0.31 -2.55
C -1.18 -1.58 -2.04
C 2.66 -3.68 -4.34
C 1.19 4.50 3.37
C 2.29 3.69 2.69
C -2.69 3.34 -1.90
C 3.68 -0.01 -0.50
C -5.36 -1.40 -3.55
C -4.41 -0.52 -3.01
C 2.19 -2.51 -3.72
C -0.98 2.54 3.24
C 4.07 0.96 -2.53
H -1.13 3.34 -3.58
H 4.50 1.50 -3.39
H 1.04 0.45 1.96
H 0.40 4.57 2.63
H -1.94 2.05 3.08
H -5.74 -3.58 -3.10
H 3.19 1.83 2.10
H 1.27 3.72 5.42
H 3.26 4.26 2.54
H 0.20 3.34 1.52
H -3.41 2.35 -0.03
H 0.55 -0.67 -3.11
H 3.74 -0.40 0.51
H -1.27 2.96 5.30
H 0.03 4.99 5.16
H 0.03 0.19 -1.61
H -1.60 -1.67 -3.06
H 2.56 -4.37 -1.06
H -0.76 1.88 1.19
H 1.58 5.52 3.44
H 0.93 -3.22 2.90
H 0.78 1.15 3.48
H 2.34 -3.88 2.00
H -3.69 -3.20 -1.30
H -1.04 -2.64 -1.66
H -1.27 0.68 -3.36
H -6.07 -1.17 -4.34
H -3.23 4.29 -1.88
H 0.96 -5.03 2.39
H 3.34 -5.63 -3.39
H 2.15 0.26 -3.38
H 2.82 -3.82 -5.40
H -4.16 0.49 -3.28
H 5.56 1.20 -0.83
H 1.95 -1.57 -4.19
*
```

## Properties
Molar mass: 771.08 g mol⁻¹
Energy above the lowest of the compared OMol25 structures with the same formula, charge and spin: 282.32 kJ/mol
Maximum force: 7.28 eV Å⁻¹
Gap between HOMO and LUMO (alpha / beta): 0.22583 / 0.22332 Eh
⟨S²⟩: 8.781

These are the Löwdin partial charges, in e, on atoms 1 to 4: 1.88, 0.81, 1.14, 1.14

Which value of energy above the lowest of the compared OMol25 structures with the same formula, charge and spin does entry 2 give? 165.76 kJ/mol